Record 1
12
Properties=species:S:1:pos:R:3 method="wB97M-V/def2-TZVPD" e_lumo_ev="-3.4 / -7.2" gap_ev="9.588 / 7.757" charge=+1 spin_multiplicity=3 homo_ev="-12.995 / -14.930"
C 0.8864 0.0665 -0.1491
N 2.0106 -0.3830 -0.6909
N -0.2866 -0.3845 -0.5028
N -1.8217 -0.1346 1.0620
O 1.0684 0.9852 0.8260
S -3.1886 0.4830 0.5632
H 2.1439 -1.1748 -1.3055
H 2.8172 0.2507 -0.8175
H -0.3961 -1.2674 -1.0090
H -2.0390 -1.0559 1.4166
H 0.1810 1.3584 1.0351
H -2.5642 1.6013 0.0289

***

Record 2
24
Properties=species:S:1:pos:R:3 method="wB97M-V/def2-TZVPD" e_lumo_ev=-10.4 gap_ev=3.071 charge=+1 homo_ev=-13.448
C -1.3677 -2.1248 -0.7658
C -2.5179 -0.1079 0.0042
N -1.3431 -0.9011 -0.0432
H -2.1391 -2.7709 -0.3824
H -0.4217 -2.6211 -0.6712
H -1.5637 -1.9295 -1.8269
H -3.3875 -0.6715 0.3565
H -2.3889 0.7692 0.6265
H -2.7502 0.2364 -1.0358
H 1.5243 -0.3238 -0.1389
H 1.3103 -0.2261 1.4060
O 1.7854 -0.7421 0.7129
H 0.1911 1.6850 2.9204
H -0.5176 -0.3507 -0.2788
O 0.1048 1.1165 2.1548
H 0.0366 1.4123 -0.9219
H 1.0833 0.8417 -2.1925
O 0.6376 0.5790 -1.3842
H 5.1856 -0.2703 0.2384
H 3.6914 -0.4750 0.4671
O 4.3308 0.0222 -0.0476
H -0.1942 1.6522 1.3917
H -0.6380 3.0703 -0.4245
O -0.6516 2.1299 -0.1649

***

Record 3
13
Properties=species:S:1:pos:R:3 method="wB97M-V/def2-TZVPD" e_lumo_ev=0.3 gap_ev=8.800 homo_ev=-8.467
C 0.2025 -1.2718 -1.3026
C -0.2375 -0.1498 -1.9666
C -0.6559 1.6641 0.4945
N 1.1113 -0.9201 -0.3473
N 0.0592 -0.2602 1.8772
N -0.5713 0.9348 1.5493
O 1.4579 1.8463 -1.0865
S 0.5907 0.7622 -0.7347
H 0.0522 -2.4163 -1.5748
H -1.0476 0.0888 -2.5942
H 0.5887 -0.7118 1.0583
H -0.5802 -0.8492 2.1493
H -0.9700 1.2830 2.4782

***

Record 4
30
Properties=species:S:1:pos:R:3 method="wB97M-V/def2-TZVPD" e_lumo_ev=-8.8 gap_ev=8.876 charge=+2 smiles="C[NH+](C)/C=C/C(=C(C#N)C#N)[NH+](C)C" homo_ev=-17.709
C -1.8074 -0.1436 -3.0224
N -1.9949 0.1767 -1.5838
C -3.2943 -0.3483 -1.0967
C -0.8951 -0.3709 -0.8200
C -0.0542 0.3523 -0.0775
C 1.1224 -0.1904 0.5892
C 1.8434 -1.2454 0.1311
C 3.0045 -1.7104 0.8137
N 3.9265 -2.0521 1.3972
C 1.5503 -1.9390 -1.0740
N 1.3255 -2.4812 -2.0548
N 1.5999 0.4907 1.8020
C 2.1256 1.8530 1.5363
C 0.5800 0.5018 2.8763
H -1.8285 -1.2224 -3.1707
H -2.6087 0.3038 -3.6086
H -0.8538 0.2413 -3.3798
H -2.0125 1.2014 -1.4908
H -3.3182 -1.4326 -1.1947
H -3.4494 -0.0814 -0.0527
H -4.1073 0.0694 -1.6886
H -0.8146 -1.4449 -0.9168
H -0.2119 1.4187 0.0371
H 2.3988 -0.0658 2.1489
H 1.3164 2.5444 1.3113
H 2.6467 2.2189 2.4200
H 2.8304 1.8354 0.7060
H -0.2710 1.1159 2.5887
H 0.2398 -0.5111 3.0877
H 1.0119 0.9159 3.7864

***

Record 5
20
Properties=species:S:1:pos:R:3 method="wB97M-V/def2-TZVPD" e_lumo_ev=0.7 gap_ev=9.773 homo_ev=-9.063
C 3.3078 -0.0967 -0.2078
C 2.7185 0.2512 1.0237
C 2.5235 -0.7250 -1.1026
C 1.4401 -0.1149 1.2521
C 1.1855 -1.1113 -0.9068
C 0.6794 -0.8095 0.2934
C -3.2373 0.2489 -0.1077
C -1.8092 0.5247 0.1652
O -1.4209 -2.2299 -0.3574
F -1.1620 1.2172 -0.8071
S -1.0182 -1.2787 0.6991
H 4.2751 0.1183 -0.3874
H 3.2084 0.7501 1.7092
H 2.9946 -1.0252 -2.1438
H 0.8933 0.1857 2.2356
H 0.4739 -1.5250 -1.5501
H -3.2292 -0.4260 -0.8557
H -3.6515 -0.1397 0.7322
H -3.8731 1.2005 -0.4191
H -1.7712 1.1316 1.1828

***

Record 6
16
Properties=species:S:1:pos:R:3 method="wB97M-V/def2-TZVPD" e_lumo_ev=0.2 gap_ev=8.486 homo_ev=-8.272
C 1.7621 1.0976 -1.6045
C 0.7033 0.5968 -1.0751
C 0.1771 -0.8492 -1.4487
C -1.0899 -1.2217 -0.1628
C -0.7178 -0.0574 0.7370
C 0.3259 0.7945 0.3973
C -1.2575 0.0770 2.1181
C -1.2360 0.0161 3.5005
H 2.1642 0.6424 -2.5954
H 2.0623 2.1054 -1.2666
H -0.2901 -0.7242 -2.5270
H 0.8766 -1.6060 -1.6884
H -1.1413 -2.1308 0.4227
H -1.9995 -0.9680 -0.5965
H 0.8258 1.7109 1.0007
H -1.1652 0.5167 4.7889

***

Record 7
38
Properties=species:S:1:pos:R:3 method="wB97M-V/def2-TZVPD" e_lumo_ev=-14.3 gap_ev=1.739 charge=+2 homo_ev=-16.072
Tl -3.7731 1.5685 2.1613
C 0.8947 0.1767 1.1689
C -0.5157 0.5434 1.4427
O -1.0617 0.4830 2.5214
O -1.1928 0.9873 0.4863
H 0.9365 -0.6606 0.4723
H 1.4570 -0.0630 2.0713
H 1.4154 1.0204 0.7158
C -0.9427 3.2967 -1.5310
C 0.5348 3.0437 -1.4667
O 0.9351 3.7625 -2.6251
C 0.0316 4.6693 -3.0135
O 0.2031 5.5415 -3.8463
O -1.0915 4.5029 -2.2667
H -1.5925 3.4226 -0.6650
H -1.4128 2.5019 -2.1101
H 0.7902 2.0077 -1.6891
H 1.0398 3.5668 -0.6546
C -1.1437 -0.3813 -2.9191
C -0.3013 -1.6740 -2.6105
O 0.5817 -1.6818 -3.6618
C 0.7335 -0.4458 -4.1773
O 1.6192 -0.1070 -4.9218
O -0.0737 0.3148 -3.5645
H -1.5330 0.1926 -2.0781
H -2.0933 -0.4803 -3.4451
H -0.9510 -2.5486 -2.5785
H 0.0842 -1.6139 -1.5928
C 0.7884 -2.3685 4.6283
C -0.0039 -2.8732 3.3649
O 0.2591 -4.2338 3.2285
C 1.1337 -4.5416 4.1380
O 1.6002 -5.6655 4.3151
O 1.5802 -3.4540 4.7507
H 0.2117 -2.2893 5.5499
H 1.4150 -1.5151 4.3692
H 0.4861 -2.4025 2.5125
H -1.0483 -2.6025 3.5203

***

Record 8
17
Properties=species:S:1:pos:R:3 method="wB97M-V/def2-TZVPD" e_lumo_ev=-3.3 gap_ev=9.196 charge=+1 homo_ev=-12.462
C 2.4547 -0.0379 -0.7369
C 2.0617 -1.1508 -0.0207
C 1.9632 1.0854 -0.2176
C 1.2906 -0.5967 0.9999
C -1.8569 -0.1506 -0.1728
N -1.6269 0.9157 0.4836
N -3.0293 -0.4551 -0.5897
O 1.1146 0.6883 0.8313
H 3.0515 0.1246 -1.6517
H 2.4423 -2.1709 -0.0403
H 2.0547 2.1148 -0.4651
H -0.9281 -0.8853 -0.1681
H -0.7032 0.9159 1.0126
H -2.2714 1.6030 0.6339
H -3.1932 -1.2658 -1.0988
H -3.7447 0.2251 -0.6514
H 0.9202 -0.9597 1.8518

***

Calculated max |F| in order - 2.35; 3.16; 6.34; 1.19; 5.20; 9.44; 5.75; 4.55 eV Å⁻¹
Calculated E in order - -18477.009; -14047.701; -20537.247; -16570.667; -24039.505; -8417.921; -38840.036; -10350.738 eV